The following is a quantum chemistry calculation of a molecular structure, C15H31BBr2LiNS2 at a distorted geometry, from the Open Molecules 2025 dataset.

Each line ends with the Löwdin charge.
Element x y z (Å)
Br -0.0930 -5.0072 -2.8767  0.535
Br -0.0718 -3.2608 -0.0564  0.570
S 2.0622 1.4849 -0.2929  0.746
S 1.8974 3.9119 1.7279  0.631
N -0.1330 2.0045 1.6495  -0.210
C -1.0230 -3.2134 -2.8408  -0.708
C -3.4913 0.5752 0.2617  -0.217
C 0.1356 0.5741 2.0623  -0.234
C -2.7138 1.7927 1.0359  -0.169
C -1.1815 2.0778 0.5228  -0.195
C -0.1424 -1.3790 3.9514  -0.249
C -2.7066 -0.8639 0.2580  -0.218
C 0.1144 -2.1132 -3.3737  -0.225
C -1.5879 -2.8247 -1.3428  -0.619
C 3.4243 2.5706 -1.0451  -0.494
C -1.2714 -2.5864 3.8819  -0.154
C 4.1640 1.6519 -2.2167  -0.316
C 1.2123 2.4924 1.0753  -0.963
C -0.6908 0.0738 3.3915  -0.188
C 5.2535 2.6117 -2.9923  -0.150
B -1.9821 -1.2217 -1.2121  -0.647
Li 0.5221 0.2661 -2.4451  0.648
H -0.9580 -0.6099 -1.2686  -0.024
H -2.5495 -3.4868 -1.1021  0.120
H -3.3565 2.7779 0.8318  0.115
H -1.1588 3.2188 0.1723  0.132
H 5.7520 3.3460 -2.1953  0.092
H -0.5595 0.8840 4.2554  0.125
H 2.9391 3.5415 -1.5148  0.104
H -0.0028 -0.1088 1.1136  0.102
H -1.3115 -3.0408 2.7890  0.045
H 0.1262 -1.2109 5.0949  0.107
H 0.7923 -1.7298 3.3126  0.109
H 0.8127 -2.6180 -4.1716  0.077
H -1.8552 -3.2318 -3.6741  0.117
H 4.1870 2.9312 -0.2297  0.091
H -1.8486 -0.0487 3.2338  0.091
H -2.6807 1.6874 2.2118  0.109
H -3.5506 -1.7003 0.3769  0.108
H -1.0006 -3.4381 4.6711  0.079
H -2.3295 -2.1745 4.2298  0.081
H -2.6502 -0.8543 -2.1341  0.060
H 6.1129 1.9297 -3.4280  0.084
H 1.2919 0.4886 2.3457  0.127
H 4.7326 3.2658 -3.8313  0.088
H -1.9775 -1.0303 1.1692  0.065
H 3.3737 1.1692 -2.9687  0.096
H 0.8034 -1.8130 -2.4642  0.041
H -0.8555 1.4567 -0.4238  0.075
H -4.5096 0.3961 0.8584  0.112
H -3.8070 0.8124 -0.8435  0.106
H -0.4377 -1.1789 -3.8116  0.067
H 4.7783 0.7524 -1.7285  0.124

Summary:
net charge = 0
M = 467.1 g mol⁻¹


The following is a quantum chemistry calculation of a molecular structure, C16H29BeBrCl4CsN4NaO18P at a distorted geometry, from the Open Molecules 2025 dataset.

Each line ends with the Löwdin charge.
Element x y z (Å)
Cs -1.1872 -3.5741 -3.0238  1.429
Br -2.4353 -4.3125 -0.9974  0.411
Cl 1.5525 -6.3339 -6.4108  0.509
Cl 5.3542 4.8335 -4.6188  0.682
Cl 0.6643 -9.0014 -5.6622  0.522
Cl 0.0588 -7.9562 -8.3082  0.526
P -0.4075 0.2213 1.4619  0.752
Na -2.2807 5.4616 4.1131  0.738
O 4.8534 5.3211 -5.8833  -0.284
O -3.0393 -2.7890 4.2761  -0.160
O -1.6341 -7.5444 -0.9254  0.011
O 2.4712 -0.0940 -6.5825  0.029
O 0.5826 -0.3573 0.1931  -0.188
O 5.2693 3.3876 -4.5918  -0.352
O 6.7299 5.2398 -4.4523  -0.280
O -0.8943 -8.6159 0.7757  0.101
O -2.1242 -9.6115 -0.6610  0.118
O -3.0634 6.5675 8.9295  0.019
O 4.5563 5.3823 -3.5420  -0.299
O -3.1297 5.1707 7.2910  -0.125
O 0.3200 1.5139 2.3270  -0.202
O 2.7228 -2.1496 -5.6630  0.085
O -2.4592 4.5318 9.2388  -0.018
O -0.7797 -0.9793 2.6165  -0.227
O -2.9976 4.6488 -1.8993  -0.106
O -1.7570 0.6168 0.8087  -0.270
N -1.5511 -8.5929 -0.2695  -0.609
N -0.1162 2.1091 5.3946  0.350
N -2.8838 5.4264 8.4930  -0.646
N -1.1975 5.5561 0.7652  0.043
C -2.0828 -0.7590 3.2231  -0.167
C 3.7634 1.1550 -5.0830  -0.169
C -2.4682 -2.3249 -0.7756  -0.546
C 0.1476 -1.6646 -0.2713  -0.204
C -1.5345 3.3528 2.2820  -0.002
C 1.2351 -7.9772 -6.9873  -1.543
C 4.0904 -0.3113 -4.8935  -0.076
C 0.7220 3.6892 0.8926  0.089
C 3.0276 -0.9822 -5.7201  -0.486
C -2.2148 -1.6387 4.5619  -0.493
C -1.0830 -1.6155 -1.3442  -0.409
C 3.1353 1.1724 -6.4557  -0.144
C 0.0855 5.0298 0.4319  -0.046
C -1.9484 4.7416 1.6582  -0.145
C -0.1346 2.7896 1.8536  -0.230
C -0.8282 -2.1740 5.1598  -0.037
Be -4.0695 -1.5777 6.0988  0.513
H 0.7270 5.6689 -0.2823  0.142
H -0.1457 -2.6840 4.4045  0.098
H -3.3592 -1.8589 -1.3710  0.110
H -1.4018 -0.5160 -1.6068  0.152
H 3.8796 1.2578 -7.2526  0.137
H -2.9389 -1.0635 2.5233  0.139
H 3.0273 1.4663 -4.3336  0.123
H 1.7620 3.3705 0.5497  0.130
H -4.0091 -2.5424 4.2806  0.028
H -0.3098 -1.3430 5.7669  0.077
H -2.2767 5.1525 -1.5173  -0.079
H -3.0114 5.1418 1.9533  0.128
H -0.7578 -2.1351 -2.3367  -0.300
H -0.0138 1.9164 4.3892  0.098
H 0.7167 2.6007 5.7348  0.172
H -2.1566 2.6976 2.9736  0.094
H 4.0173 -0.6065 -3.8466  0.122
H -2.7225 -1.0036 5.4130  -0.073
H -2.6522 -2.0635 0.3217  0.072
H -0.1631 -2.3854 0.5647  0.132
H 2.1670 -8.3932 -7.3651  0.019
H -2.2881 0.3463 3.4989  0.115
H 5.0723 -0.5667 -5.2992  0.140
H 1.0337 -2.1679 -0.8188  0.152
H -0.9455 2.6936 5.5509  0.150
H 2.4092 1.9797 -6.5630  0.131
H -0.2220 1.2250 5.9029  0.152
H -1.1080 -2.9850 5.9368  0.109
H 4.6296 1.8160 -4.9958  0.067

Summary:
net charge = +1
M = 983.0 g mol⁻¹


The following E_tot values (in a.u.) correspond, in order, to the records above: -6621.4016, -7152.1059.